This record from the OMol25 dataset describes C38H53AuNO2PS3 as an isolated structure. The level of theory is ωB97M-V/def2-TZVPD.

Computed properties:
HOMO level: -13.199 eV
Energy: -3356.0220 Ha
LUMO level: -0.2576 Eh
Energy above the lowest of the compared OMol25 structures with the same formula, charge and spin: 1.499 eV
Gap between HOMO and LUMO: 6.188 eV
Total charge: +2
Max |F|: 2.22 eV/A

Structure (XYZ):
```
99
Properties=species:S:1:pos:R:3:forces:R:3:lowdin_charge:R:1
Au 0.192548 0.163701 -0.588516 0.4 0.1 0.2 0.930
O 0.175648 -0.419799 1.701484 -1.0 0.2 -1.2 -0.628
S 1.430348 -0.383099 2.523584 0.4 -0.4 2.1 1.000
C 1.826948 -2.170299 2.803484 -0.2 0.4 -0.4 -0.263
C 2.226448 -2.890199 1.521284 0.2 -0.1 0.0 -0.244
C 3.736848 -2.959599 1.290284 -0.2 0.0 -0.1 -0.232
C 4.395448 -1.606099 1.064484 -0.2 -0.2 -0.5 -0.280
S 3.644248 -0.765199 -0.400116 1.6 -0.1 0.4 1.030
O 2.456948 -0.042699 0.183984 -1.1 0.3 -0.6 -0.694
C 4.898848 0.508601 -0.633716 -0.2 -0.3 -0.2 -0.395
C 5.972348 0.213201 -1.459316 -0.1 0.0 0.0 -0.082
C 6.906448 1.200201 -1.728516 0.0 0.0 0.0 -0.051
C 6.738148 2.473901 -1.206316 0.0 0.0 0.0 -0.049
C 5.656648 2.759101 -0.385816 0.1 -0.1 0.0 -0.051
C 4.739648 1.766501 -0.083816 -0.2 0.0 0.2 -0.089
C 0.791148 -0.110599 4.197184 0.1 0.0 -0.3 -0.379
C -0.577552 -0.113999 4.394584 -0.1 -0.1 -0.2 -0.083
C -1.084352 0.076501 5.668284 0.0 0.0 0.0 -0.057
C -0.217052 0.274201 6.730684 0.0 0.0 0.0 -0.055
C 1.154648 0.282301 6.523584 0.0 0.0 0.0 -0.055
C 1.666948 0.103701 5.248084 0.1 0.0 0.0 -0.080
H 0.924948 -2.601999 3.232084 -0.1 0.1 0.1 0.107
H 2.619548 -2.190499 3.548484 0.1 0.0 0.2 0.105
H 1.754248 -2.397099 0.666984 -0.1 -0.2 0.0 0.065
H 1.847648 -3.914999 1.558384 -0.1 0.1 0.0 0.129
H 3.921048 -3.590299 0.418484 0.1 0.0 0.0 0.120
H 4.211148 -3.446999 2.145784 0.0 0.0 0.0 0.129
H 5.449948 -1.732599 0.831584 0.1 0.1 0.0 0.104
H 4.288948 -0.939899 1.918184 0.0 0.3 -0.1 0.098
H 6.070448 -0.771399 -1.890016 0.1 -0.1 -0.1 0.115
H 7.753148 0.979101 -2.359616 0.1 0.0 -0.1 0.117
H 7.447448 3.250601 -1.448916 0.1 0.0 0.0 0.117
H 5.522448 3.754401 0.008884 0.0 0.1 0.1 0.116
H 3.893848 1.960401 0.558184 -0.1 0.1 0.0 0.105
H -1.224252 -0.266599 3.542884 -0.1 0.0 0.0 0.093
H -2.151252 0.069501 5.831684 -0.1 0.0 0.0 0.113
H -0.609652 0.423901 7.724384 0.0 0.0 0.1 0.115
H 1.821948 0.433801 7.357384 0.1 0.0 0.1 0.116
H 2.734048 0.135901 5.083684 0.2 0.0 0.0 0.114
N -0.910152 -1.897299 -0.577916 0.6 0.0 -0.4 -0.408
S -2.376352 -2.111099 0.081884 -0.1 -0.9 -0.9 1.048
C -2.711552 -3.883799 -0.244716 -0.1 0.7 0.5 -0.373
C -2.528452 -4.428599 -1.503016 0.0 -0.1 0.0 -0.069
C -2.835052 -5.767299 -1.692216 0.1 0.2 0.0 -0.050
C -3.311652 -6.529699 -0.635516 0.0 0.0 0.1 -0.051
C -3.478852 -5.967599 0.620884 0.0 -0.1 0.0 -0.058
C -3.172752 -4.630599 0.825284 0.0 0.0 -0.1 -0.090
C -3.422252 -1.404399 -1.200516 0.2 0.0 0.3 -0.414
C -2.919652 -1.196299 -2.471816 0.0 0.1 0.1 -0.119
C -3.758152 -0.680999 -3.446116 0.0 0.0 0.0 -0.067
C -5.076852 -0.378599 -3.144616 0.0 0.0 0.0 -0.054
C -5.568552 -0.599599 -1.865916 0.0 0.0 0.0 -0.054
C -4.738352 -1.109899 -0.881216 0.1 0.0 0.1 -0.082
H -0.244152 -2.377899 0.018484 -0.2 -0.2 0.2 -0.032
H -2.159852 -3.827199 -2.320116 0.0 0.1 0.0 0.105
H -2.701552 -6.206099 -2.669216 0.0 -0.1 -0.1 0.116
H -3.556152 -7.567899 -0.793816 0.0 -0.1 0.0 0.116
H -3.846952 -6.561799 1.442584 0.0 -0.1 0.1 0.115
H -3.299552 -4.176699 1.796684 0.0 0.0 0.1 0.105
H -1.881952 -1.416399 -2.663816 0.1 -0.1 -0.1 0.080
H -3.377052 -0.517799 -4.441516 0.0 0.0 -0.2 0.116
H -5.718252 0.048001 -3.900416 -0.1 0.0 -0.1 0.117
H -6.599052 -0.375399 -1.636716 -0.1 0.0 0.0 0.118
H -5.104652 -1.275199 0.120784 -0.1 -0.1 0.1 0.117
C 2.231848 2.490201 -2.373516 -0.3 0.0 0.1 -0.071
C 0.974348 1.881301 -2.983916 0.0 0.4 0.0 -0.513
C 0.991548 2.059701 -4.510216 -0.1 -0.2 0.2 -0.048
C 0.808848 0.416901 -2.677216 -1.2 1.0 0.6 -0.090
H 2.247148 3.565101 -2.544016 0.1 0.1 -0.1 0.094
H 3.118948 2.057901 -2.831516 0.2 0.0 0.0 0.091
H 2.272548 2.317801 -1.300216 0.0 0.0 0.1 0.045
H 0.103748 2.426001 -2.593816 0.1 -0.1 -0.2 0.076
H 1.858448 1.555101 -4.932016 0.1 0.0 -0.1 0.092
H 1.043948 3.116101 -4.764216 0.0 0.0 0.0 0.094
H 0.094448 1.639501 -4.957516 -0.1 0.0 -0.1 0.080
H 1.724648 -0.143599 -2.836316 0.2 -0.4 0.7 0.087
H -0.006652 -0.023399 -3.242416 -0.2 -0.2 0.2 0.063
C 0.200648 3.518801 1.245884 0.0 0.0 -0.1 -0.127
C -0.682652 3.574401 0.007384 -0.1 -0.4 -0.1 -0.370
P -1.462752 1.948701 -0.354216 0.2 0.4 -0.5 0.958
C -2.619952 1.662201 1.045084 0.5 -0.4 -0.1 -0.360
C -3.752452 2.677101 1.135784 0.1 0.0 -0.1 -0.107
C -2.555052 2.156101 -1.832816 0.4 -0.2 0.1 -0.370
C -2.760052 3.581401 -2.322716 0.0 -0.1 0.0 -0.116
H 0.722348 4.465401 1.358684 0.1 0.0 0.1 0.087
H 0.937948 2.722401 1.157084 0.1 -0.1 0.0 0.049
H -0.381452 3.347201 2.147184 0.0 0.0 0.1 0.073
H -0.088752 3.857301 -0.863516 -0.1 0.0 0.0 0.075
H -1.482252 4.310201 0.122584 0.1 0.0 -0.1 0.086
H -2.016052 1.666401 1.955884 0.0 -0.1 0.0 0.071
H -3.015552 0.650001 0.916984 0.0 0.0 0.1 0.056
H -3.375952 3.692601 1.222484 0.0 0.1 0.0 0.074
H -4.357352 2.468501 2.015184 0.0 0.0 0.1 0.089
H -4.405452 2.623501 0.268784 -0.1 0.0 -0.1 0.071
H -3.511252 1.693301 -1.579016 0.1 -0.1 0.0 0.070
H -2.111352 1.550401 -2.625416 -0.1 0.0 0.0 0.058
H -3.235752 4.207101 -1.573816 0.0 0.1 0.1 0.074
H -3.403252 3.560401 -3.199516 0.0 0.1 -0.1 0.088
H -1.816652 4.032601 -2.611816 0.1 0.2 -0.1 0.069
```
Positions in Å, forces in eV/Å.

=====

This record from the OMol25 dataset describes C16H28ClIrORe as an isolated structure. The level of theory is ωB97M-V/def2-TZVPD.

Computed properties:
HOMO level (spin up / spin down): -3.532 / -8.019 eV
Energy: -1344.1299 Ha
LUMO level (spin up / spin down): 0.0068 / -0.1276 Eh
Spin multiplicity: 8
Gap between HOMO and LUMO (spin up / spin down): 3.718 / 4.546 eV
Max |F|: 5.86 eV/A

Structure (XYZ):
```
48
Properties=species:S:1:pos:R:3:forces:R:3:lowdin_charge:R:1
Ir 0.542713 0.435421 -3.083629 1.8 2.2 -2.1 0.899
Cl 2.233611 1.634519 -1.753633 1.1 0.2 0.0 0.000
C -0.841684 -0.001931 -4.382843 -1.2 -0.1 -0.9 -0.368
C 1.990677 -0.591197 -3.990442 1.1 -0.4 -1.2 -0.357
H -0.475490 -0.797676 -5.051271 -0.5 0.2 0.1 0.000
H -1.777609 -0.285697 -3.885125 0.0 0.0 -0.4 -0.001
H -0.944079 0.945486 -4.935072 -0.3 -0.4 -0.2 -0.004
H 1.550992 -1.155346 -4.827935 0.5 0.0 0.2 -0.005
H 2.500664 -1.273005 -3.287380 -0.2 0.3 -0.3 0.004
H 2.701955 0.165064 -4.373288 -0.1 -0.5 0.0 -0.007
Re 0.372797 0.665454 -0.600233 -0.4 -0.5 -0.2 0.920
C -1.597550 1.207212 -0.515541 -1.4 0.5 0.3 -0.332
C 0.015177 -0.954425 -1.752229 -0.6 -2.8 0.5 -0.597
H -2.195787 0.614949 -1.224836 0.0 0.3 0.3 -0.006
H -1.994986 1.079946 0.508483 -0.1 -0.1 -0.3 0.003
H -1.693553 2.281823 -0.755269 -0.2 -0.2 -0.1 0.003
H 0.776385 -1.752892 -1.808674 -0.3 0.2 0.2 -0.032
H -1.012250 -1.333081 -1.896753 0.4 0.0 0.3 -0.025
C 0.166890 4.515756 2.916651 0.2 0.0 0.1 -0.060
C -0.121326 3.273872 2.063590 -0.5 0.2 -0.1 -0.359
C 0.892658 3.157003 0.934750 -0.4 -0.4 -0.2 -0.115
C -0.308329 2.047287 2.934148 -0.8 1.0 0.5 -0.071
C -1.077404 2.162411 4.094903 0.5 0.4 -0.8 -0.012
C -1.177041 1.113305 5.000081 -0.3 -0.2 0.3 -0.015
C -0.520243 -0.090726 4.747490 0.8 -0.5 -0.5 -0.013
C 0.226627 -0.272924 3.595647 -0.4 -1.3 1.1 -0.085
C 0.954642 -1.601539 3.386050 -0.1 0.4 -0.2 -0.367
C 2.000508 -1.823930 4.484954 0.1 0.2 0.1 -0.062
C -0.023536 -2.777823 3.384289 -0.1 0.0 -0.1 -0.060
C 0.196331 0.747868 2.589843 0.6 -0.8 -2.6 -0.191
O 0.505776 0.410979 1.360531 0.2 0.4 5.8 -0.208
H 1.127747 4.414895 3.435624 -0.1 0.0 -0.1 0.096
H -0.602874 4.697147 3.668356 0.1 0.1 -0.1 0.063
H 0.223694 5.394433 2.272977 0.0 0.0 0.0 0.084
H -1.099066 3.445786 1.583283 0.1 -0.1 0.1 0.150
H 1.875560 2.814052 1.286069 -0.2 0.1 -0.3 0.100
H 0.466261 2.460297 0.141414 0.7 1.6 0.9 -0.052
H 0.982944 4.115370 0.424564 0.2 0.0 0.1 0.094
H -1.583850 3.106787 4.300332 0.2 -0.4 0.0 0.117
H -1.745167 1.229089 5.923140 0.1 0.0 -0.3 0.121
H -0.572811 -0.919903 5.453218 0.0 0.3 -0.1 0.120
H 1.443984 -1.553828 2.403567 -0.1 0.0 0.3 0.134
H 1.497223 -1.986379 5.446484 0.2 0.0 -0.1 0.078
H 2.606970 -2.707049 4.261769 -0.1 0.1 0.0 0.085
H 2.673817 -0.968678 4.594144 -0.1 -0.1 0.0 0.085
H -0.781412 -2.658128 2.605014 0.1 -0.1 0.1 0.088
H 0.533783 -3.698769 3.189883 -0.1 0.0 0.0 0.086
H -0.534135 -2.879685 4.352705 0.1 0.0 -0.2 0.078
```
Positions in Å, forces in eV/Å.

=====

This record from the OMol25 dataset describes C41H38N2O7PtTe as an isolated structure. The level of theory is ωB97M-V/def2-TZVPD.

Computed properties:
HOMO level (spin up / spin down): -7.237 / -7.826 eV
Energy: -2608.7249 Ha
LUMO level (spin up / spin down): -0.0013 / -0.0341 Eh
Energy above the lowest of the compared OMol25 structures with the same formula, charge and spin: 0.233 eV
Spin multiplicity: 3
Gap between HOMO and LUMO (spin up / spin down): 7.202 / 6.899 eV
Max |F|: 0.26 eV/A

Structure (XYZ):
```
90
Properties=species:S:1:pos:R:3:forces:R:3:lowdin_charge:R:1
Pt -0.217091 -0.002808 -2.515307 0.1 0.0 0.2 1.017
C -2.629076 3.143843 3.448049 0.0 0.0 0.0 -0.047
C -1.966252 2.254280 2.430721 0.0 0.0 0.0 -0.253
C -1.656378 0.931692 2.696140 0.0 0.0 0.0 0.017
C -1.081787 0.099112 1.745662 0.0 0.0 0.0 -0.067
C -0.858918 -1.307557 2.152367 -0.1 0.0 0.0 -0.264
O -1.118468 -2.265868 1.442493 0.1 0.0 -0.1 0.072
C -0.328198 -1.575619 3.530807 0.0 0.0 0.0 -0.152
C -0.654668 -2.783319 4.143427 0.0 0.0 0.0 -0.015
C -0.131395 -3.097752 5.385909 0.0 0.0 0.0 -0.072
C 0.741482 -2.217784 6.014276 0.0 0.0 0.0 -0.081
C 1.083493 -1.020926 5.402112 0.0 0.0 0.0 -0.072
C 0.542300 -0.694748 4.167003 0.0 0.0 0.0 -0.030
C -0.777632 0.558921 0.429091 0.0 0.0 0.0 -0.269
O -0.203990 -0.274973 -0.386742 0.0 0.0 0.0 -0.208
C -1.036028 1.944937 0.173040 0.0 0.0 0.0 -0.044
C -1.617003 2.725601 1.181202 0.0 0.0 -0.1 0.033
C -0.728135 2.668101 -1.075702 0.1 0.0 0.0 -0.172
N -0.543628 2.107633 -2.209757 -0.1 0.0 0.0 -0.064
C -0.207614 2.836804 -3.431564 0.0 0.0 0.0 -0.285
C 1.280818 2.736016 -3.765874 0.0 0.0 0.0 -0.423
Te 2.164988 0.821456 -3.233151 0.0 0.0 0.0 1.523
C 2.934698 1.680617 -1.459260 0.0 0.0 0.0 -0.474
C 3.844711 2.724815 -1.579790 0.0 0.0 0.0 -0.149
C 4.334896 3.354779 -0.443695 0.0 0.0 0.0 -0.090
C 3.918401 2.939389 0.813675 0.0 0.0 0.0 -0.090
C 3.021229 1.886874 0.930169 0.0 0.0 0.0 -0.070
C 2.531600 1.250742 -0.203395 0.0 0.0 0.0 -0.117
C -0.575826 4.158571 -0.981950 0.0 0.0 0.0 -0.213
C -1.610719 5.020141 -1.327309 0.0 0.0 0.0 -0.042
C -1.418267 6.392281 -1.261088 0.0 0.0 0.0 -0.070
C -0.192921 6.905136 -0.856425 0.0 0.0 0.0 -0.082
C 0.839472 6.043669 -0.513063 0.0 0.0 0.0 -0.062
C 0.649630 4.670055 -0.570694 0.0 0.0 0.0 -0.007
H -2.796093 2.608816 4.382609 0.0 0.0 0.0 0.074
H -3.597793 3.498968 3.092550 0.0 0.0 0.0 0.081
H -2.018008 4.021034 3.669167 0.0 0.0 0.0 0.079
H -1.882865 0.520461 3.673724 0.0 0.0 0.0 0.130
H -1.326260 -3.460833 3.632166 0.0 0.0 0.0 0.120
H -0.400737 -4.029122 5.866687 0.0 0.0 0.0 0.105
H 1.156090 -2.467294 6.982510 0.0 0.0 0.0 0.104
H 1.770626 -0.339975 5.887144 0.0 0.0 0.0 0.104
H 0.803507 0.239616 3.687136 0.0 0.0 0.0 0.112
H -1.814219 3.768140 0.968949 0.0 0.0 0.0 0.122
H -0.496596 3.885975 -3.367485 0.0 0.0 0.0 0.110
H -0.798265 2.377338 -4.226571 0.0 0.0 0.0 0.113
H 1.850840 3.485469 -3.217679 0.0 0.0 0.0 0.037
H 1.438034 2.899738 -4.831219 0.0 0.0 0.0 0.047
H 4.179187 3.052895 -2.557551 0.0 0.0 0.0 0.100
H 5.045675 4.165246 -0.543150 0.0 0.0 0.0 0.104
H 4.297275 3.431708 1.700164 0.0 0.0 0.0 0.103
H 2.694943 1.557134 1.909042 0.0 0.0 0.0 0.102
H 1.830270 0.433938 -0.114722 0.0 0.0 0.0 0.072
H -2.563760 4.612772 -1.644022 0.0 0.0 0.0 0.131
H -2.225910 7.061775 -1.526875 0.0 0.0 0.0 0.105
H -0.044446 7.975945 -0.807439 0.0 0.0 0.0 0.102
H 1.795807 6.439437 -0.195813 0.0 0.0 0.0 0.106
H 1.450236 3.991538 -0.294632 0.0 0.0 0.0 0.104
O 3.023449 -1.389641 -1.864240 -0.1 0.0 0.0 -0.106
C 1.993420 -2.082904 -1.845632 0.0 0.0 0.0 -0.709
O 1.170691 -2.277825 -2.781796 -0.1 0.0 0.0 -0.124
C 1.633116 -2.742503 -0.500151 0.0 0.0 0.0 -0.168
N 0.268172 -3.338580 -0.654203 0.0 0.0 0.1 0.093
C 0.327548 -4.769528 -0.246382 0.0 0.0 0.0 -0.099
C 1.766469 -5.148802 -0.558735 0.0 0.0 0.0 -0.142
C 2.543671 -3.911529 -0.105790 0.0 0.0 0.0 -0.104
H 1.597062 -1.961262 0.254759 0.0 0.0 0.0 0.142
H 0.069720 -3.230189 -1.668920 0.0 0.0 0.0 0.120
H -0.431993 -2.802956 -0.120142 0.0 0.0 0.0 0.110
H -0.429374 -5.328941 -0.788137 0.0 0.0 0.0 0.107
H 0.117438 -4.813091 0.822209 0.0 0.0 0.0 0.133
H 1.882138 -5.301864 -1.634106 0.0 0.0 0.0 0.123
H 2.072594 -6.060315 -0.048802 0.0 0.0 0.0 0.116
H 3.523259 -3.812386 -0.568824 0.0 0.0 0.0 0.123
H 2.680679 -3.930652 0.976750 0.0 0.0 0.0 0.119
O -3.964319 -3.370533 -0.120316 0.1 -0.2 0.0 0.065
C -3.245138 -3.666107 -1.206988 0.0 0.0 0.1 -0.277
C -3.051632 -5.011682 -1.534432 0.0 0.0 0.0 -0.027
C -2.324521 -5.357937 -2.657515 0.0 0.0 0.0 -0.104
C -1.767417 -4.375881 -3.474401 0.0 0.0 0.0 -0.093
C -1.963621 -3.043468 -3.151186 0.0 0.0 0.0 -0.057
C -2.682374 -2.664426 -2.019815 0.0 0.0 -0.1 -0.083
C -2.937531 -1.221551 -1.690186 0.1 0.1 0.1 -0.564
O -3.783012 -0.964107 -0.821147 0.1 0.1 0.0 0.052
O -2.303927 -0.307637 -2.329775 -0.1 -0.1 -0.2 -0.182
H -4.013240 -2.373736 -0.106734 -0.2 0.1 -0.1 0.067
H -3.500151 -5.761431 -0.895470 0.0 0.0 0.0 0.117
H -2.193617 -6.404880 -2.905096 0.0 0.0 0.0 0.104
H -1.203767 -4.643931 -4.357757 0.0 0.0 0.0 0.103
H -1.555024 -2.274524 -3.793130 0.0 0.1 0.0 0.099
```
Positions in Å, forces in eV/Å.

=====

> energy of number 2 (C16H28ClIrORe)?

-1344.1299 Ha